[1]
# C2H7N2P2

A gas-phase ion, C2H7N2P2 (charge +1) (ωB97M-V/def2-TZVPD, the Open Molecules 2025 dataset).

energy	-23737.4798	eV
charge	+1
structure (SMILES)	N[P@]1(=[NH2+])CC=P1
molar mass	121.040	g mol⁻¹
orbital gap	9.0	eV
HOMO energy	-13.9	eV

The geometry in XYZ format:
```
13
Properties=species:S:1:pos:R:3:forces:R:3:lowdin_charge:R:1
N 1.1962 1.3462 -1.1900 -1.22 -6.71 0.44 -0.05
P 0.6237 0.0361 -0.1054 -1.42 3.20 -0.53 0.70
N 0.8137 -1.4278 -0.8252 0.42 0.20 3.34 -0.09
C -1.1681 0.3932 0.2921 -0.79 0.13 -0.40 -0.39
C -1.0898 -0.2858 1.6538 0.36 0.66 1.34 -0.50
P 0.5433 -0.1751 2.1914 -0.79 -0.90 -0.85 0.85
H 2.0254 0.9919 -1.6411 0.47 0.66 -0.22 0.05
H 1.2300 2.2039 -0.7844 0.40 3.08 1.39 0.00
H 0.6189 -1.7286 -1.7241 -0.48 -0.06 -2.26 0.05
H 0.5890 -2.1614 -0.1306 0.48 0.42 -0.67 0.08
H -1.8412 -0.0410 -0.4425 -0.17 -0.40 -0.06 0.07
H -1.5552 1.4563 0.3704 1.00 -0.96 0.03 0.12
H -1.9859 -0.6077 2.3356 1.74 0.67 -1.54 0.11
```
Forces are in eV/Å.

=====

[2]
# C14H14BrNO5Ti

A molecular structure, C14H14BrNO5Ti (ωB97M-V/def2-TZVPD, the Open Molecules 2025 dataset).

multiplicity	2
energy	-119626.1975	eV
charge	+1
<S²>	0.753
molar mass	404.039	g mol⁻¹
orbital gap (spin up / spin down)	7.9 / 9.0	eV
HOMO energy (spin up / spin down)	-12.1 / -13.1	eV

The geometry in XYZ format:
```
36
Properties=species:S:1:pos:R:3:forces:R:3:lowdin_charge:R:1
Ti -0.0100 0.0237 0.6049 -1.53 -1.55 -1.28 0.91
O 0.6785 1.3994 3.8388 0.01 -0.27 -0.11 0.18
C 0.9894 0.8478 2.8315 0.99 0.78 0.89 -0.52
O 0.3413 -0.2178 2.3049 0.28 -0.14 2.29 -0.12
C 2.2714 1.1856 2.0231 -0.30 -0.24 0.09 -0.05
C 2.8483 -0.1526 1.5065 0.49 0.25 0.24 -0.22
C 4.3168 -0.0100 1.1311 -0.14 -0.03 -0.11 -0.08
C 4.2206 0.8595 -0.1402 -0.10 -0.06 0.04 -0.07
C 2.7131 0.9852 -0.3353 0.38 0.47 0.03 -0.22
O 2.1684 -0.2646 0.2124 0.21 -0.06 0.12 -0.13
C 2.0609 1.9670 0.6564 -0.13 -0.26 -0.11 -0.05
C 0.5708 1.9317 0.3015 0.60 1.65 -0.09 -0.57
O -0.3147 2.0656 1.1653 0.16 0.74 -0.03 0.05
O 0.2205 1.2651 -0.7713 0.28 1.24 -1.16 -0.07
H 2.9440 1.7137 2.6921 0.01 0.04 -0.02 0.17
H 2.6113 -1.0092 2.1274 -0.06 -0.04 -0.05 0.17
H 4.8886 0.4553 1.9306 0.00 -0.03 0.03 0.13
H 4.7532 -0.9838 0.9162 0.01 0.01 0.02 0.12
H 4.6838 1.8374 -0.0222 -0.02 0.02 -0.02 0.13
H 4.6751 0.3749 -1.0011 0.02 0.00 0.01 0.12
H 2.3936 1.1167 -1.3596 -0.06 -0.09 -0.02 0.16
H 2.4793 2.9697 0.6738 -0.01 0.03 0.00 0.17
C 0.6960 -5.4430 -0.2344 0.08 0.04 -0.01 -0.02
C -0.1870 -4.2339 -0.1448 -0.14 -0.10 -0.02 -0.21
C -1.5774 -4.3353 -0.1715 0.16 0.24 0.00 0.04
C -2.3696 -3.2004 -0.0431 -0.22 -0.04 0.00 -0.04
C -1.7228 -2.0013 0.0955 0.15 0.28 0.05 -0.61
Br -2.6146 -0.3200 0.3958 -0.33 -0.54 -0.12 1.01
N -0.3916 -1.8560 0.0841 -0.83 -2.34 -0.57 -0.08
C 0.3568 -2.9642 -0.0279 0.07 0.00 -0.15 -0.01
H 0.1033 -6.3519 -0.3000 0.02 -0.02 -0.02 0.09
H 1.3359 -5.5161 0.6455 -0.01 -0.01 0.00 0.10
H 1.3447 -5.3879 -1.1094 -0.02 -0.02 0.00 0.10
H -2.0454 -5.3036 -0.2912 -0.02 -0.01 0.04 0.14
H -3.4488 -3.2516 -0.0380 0.01 -0.01 0.00 0.13
H 1.4290 -2.8129 -0.0416 0.00 0.06 0.05 0.14
```
Forces are in eV/Å.

=====

[3]
# C43H35BrIP2SiY

A molecular structure, C43H35BrIP2SiY (ωB97M-V/def2-TZVPD, the Open Molecules 2025 dataset).

energy	-150786.1577	eV
charge	+2
molar mass	937.501	g mol⁻¹
orbital gap	6.8	eV
HOMO energy	-12.5	eV

The geometry in XYZ format:
```
84
Properties=species:S:1:pos:R:3:forces:R:3:lowdin_charge:R:1
Y 0.9659 -0.8552 1.0595 -0.61 -0.41 -0.15 0.87
C 4.0893 1.8385 0.7787 0.16 -0.84 0.84 -0.22
Si 2.6563 1.0586 -0.1140 -1.14 -0.94 -0.93 0.56
C 3.0477 0.1738 -1.8589 -0.24 0.06 -0.06 -0.29
C 4.2784 0.2180 -2.4964 0.33 1.04 -0.77 -0.10
C 4.3631 0.0470 -3.8759 -0.40 -0.76 -0.94 -0.05
C 3.2637 -0.3823 -4.6319 0.85 0.44 -1.30 -0.05
C 2.0917 -0.7026 -3.9994 0.09 0.01 0.34 -0.09
C 2.0066 -0.3940 -2.6683 -0.13 0.47 2.30 -0.41
P 0.5407 -0.8779 -1.7513 -0.42 0.36 -0.89 1.04
C 0.8895 -2.5811 -1.2490 0.92 -0.54 1.00 -0.42
C -0.0941 -3.1709 -0.3987 -0.21 0.44 -1.31 -0.20
C 0.0738 -4.4483 0.0936 0.49 -1.22 1.25 -0.04
C 1.3500 -5.1066 -0.0255 -2.35 1.94 -0.59 -0.04
C 2.3296 -4.4490 -0.7076 1.70 1.07 -1.14 -0.06
C 2.1620 -3.2063 -1.3433 -3.40 -0.38 1.65 -0.03
C -0.8344 -0.9778 -2.9825 -0.38 0.83 0.48 -0.35
C -1.4823 -2.1546 -3.2894 0.27 -0.75 -0.06 -0.10
C -2.6034 -2.1737 -4.0998 -0.57 -1.44 0.26 -0.06
C -3.0879 -0.9992 -4.5991 0.09 -0.38 -0.62 -0.08
C -2.4346 0.1918 -4.3834 -0.54 1.36 -0.06 -0.06
C -1.3552 0.2166 -3.5257 0.80 0.11 0.59 -0.10
C 1.4840 2.4707 -0.7110 -0.55 0.80 -0.23 -0.30
C 1.9288 3.4413 -1.6413 -0.43 -0.05 -0.66 -0.06
C 1.0934 4.5364 -1.9710 2.07 -1.06 0.00 -0.07
C -0.1274 4.7260 -1.4327 -1.67 -0.75 1.89 -0.07
C -0.6980 3.7614 -0.5711 3.21 -0.41 -0.85 -0.04
C 0.1501 2.6619 -0.2022 -0.61 0.97 -1.08 -0.38
P -0.4658 1.6002 1.0888 0.33 -0.16 0.88 0.95
C -1.1309 2.7740 2.3213 0.82 -0.47 -0.51 -0.36
C -0.2904 3.5850 3.0944 -0.04 -0.71 -0.69 -0.08
C -0.8778 4.5674 3.8574 0.57 0.17 0.60 -0.08
C -2.2285 4.6964 3.9707 -2.07 -0.85 -0.06 -0.04
C -3.0450 3.8803 3.1590 0.49 1.21 0.33 -0.06
C -2.5045 2.9776 2.2998 -0.40 -1.37 -0.93 -0.11
C -1.9274 0.5985 0.7101 0.52 -0.61 -0.74 -0.42
C -2.7274 0.7134 -0.4334 1.73 1.71 0.03 -0.09
C -3.6347 -0.2582 -0.7244 -1.12 0.51 -1.38 -0.08
C -3.8583 -1.3058 0.1321 1.31 0.27 1.74 -0.02
C -3.0452 -1.4613 1.3062 -0.52 0.28 -1.75 -0.04
C -2.0322 -0.5491 1.5416 0.11 0.98 -0.13 -0.18
H 4.2176 2.8156 0.4206 0.36 1.51 -0.65 0.01
H 5.0028 1.2926 0.5982 0.42 -0.22 -0.10 0.03
H 4.0236 1.9447 1.8814 -0.33 -0.28 -0.57 0.02
H 5.1865 0.6263 -2.0756 -0.06 -0.09 0.64 0.11
H 5.3013 0.2190 -4.3990 -0.13 0.09 0.21 0.12
H 3.2742 -0.4074 -5.7404 0.42 -0.21 0.86 0.13
H 1.2542 -1.1810 -4.4778 -0.09 0.11 -0.38 0.11
H -1.0663 -2.6489 -0.4042 0.21 -0.46 0.42 0.10
H -0.7672 -4.9337 0.6550 0.95 0.42 -0.66 0.13
H 1.4889 -6.0849 0.3106 0.19 -1.28 0.71 0.10
H 3.3437 -4.8077 -0.8549 -0.21 -0.69 0.36 0.13
H 2.9173 -2.7105 -1.8416 1.63 0.66 -1.09 0.08
H -1.0900 -3.0912 -2.9481 0.13 -0.39 0.28 0.10
H -3.1587 -3.1263 -4.3265 0.88 1.04 0.31 0.14
H -3.9212 -1.1020 -5.2419 -0.86 0.45 -0.55 0.11
H -2.8415 1.1243 -4.8396 0.54 -0.80 0.48 0.13
H -0.8960 1.1613 -3.2374 0.00 -0.04 -0.23 0.11
H 2.8952 3.3797 -2.2137 -0.90 -0.14 1.01 0.13
H 1.4789 5.3055 -2.5969 0.38 0.41 -0.51 0.11
H -0.5722 5.6927 -1.4909 -0.67 0.39 -0.56 0.11
H -1.6415 3.9345 -0.1256 -0.78 0.01 0.43 0.09
H 0.8006 3.4551 3.1045 -0.52 0.10 -0.17 0.10
H -0.2792 5.2350 4.4206 0.70 0.41 0.55 0.11
H -2.7057 5.3046 4.7509 0.41 0.14 -0.68 0.13
H -4.0820 4.0138 3.0363 -1.22 0.35 0.62 0.10
H -3.1920 2.3800 1.6133 1.11 0.94 1.09 0.13
H -2.5801 1.5996 -1.1130 -0.20 -1.07 0.78 0.13
H -4.2233 -0.1017 -1.6555 0.28 -0.50 0.86 0.14
H -4.7062 -1.8819 -0.0948 -0.69 -1.30 0.08 0.10
H -3.1222 -2.2939 1.9623 -0.48 -0.60 0.37 0.10
H -1.3967 -0.5843 2.4606 -0.52 -0.17 -0.46 0.09
Br 2.9316 -3.0327 2.9741 -0.10 0.22 -0.34 0.82
C 1.3468 -2.7085 3.9386 -1.64 0.37 0.24 -0.74
C 0.4739 -3.7861 4.1872 0.69 -0.12 -0.02 -0.12
C -0.6855 -3.6066 4.8955 -0.66 2.76 0.79 -0.02
C -0.9440 -2.2907 5.4550 -1.87 -1.91 -0.81 -0.03
C -0.1463 -1.2201 5.1660 -0.75 0.78 0.37 -0.18
C 0.9046 -1.4220 4.3326 2.61 -1.02 -0.92 -0.75
I 1.9396 0.2568 3.6649 0.65 0.49 0.42 1.13
H 0.7122 -4.7738 3.8279 0.19 -0.10 -0.18 0.11
H -1.4634 -4.3577 4.9410 0.29 -0.16 0.30 0.12
H -1.9485 -2.0786 5.8672 0.88 -0.38 0.29 0.13
H -0.3433 -0.1896 5.4873 -0.29 -0.62 0.01 0.12
```
Forces are in eV/Å.

=====

[4]
# C4H5NO

C4H5NO in the gas phase (ωB97M-V/def2-TZVPD, the Open Molecules 2025 dataset).

energy	-7763.7470	eV
charge	0
molar mass	83.090	g mol⁻¹
orbital gap	9.6	eV
HOMO energy	-9.0	eV

The geometry in XYZ format:
```
11
Properties=species:S:1:pos:R:3:forces:R:3:lowdin_charge:R:1
O 0.8983 0.7633 1.3159 0.15 0.28 -0.21 0.00
C 0.6226 1.4940 0.2562 -0.24 -0.34 0.17 -0.06
C -0.4292 0.7531 -0.5338 0.05 0.07 -0.09 -0.23
C -0.6804 -0.7377 -0.2393 -0.01 -0.02 0.09 -0.19
C 0.5534 -1.5341 -0.2158 0.82 -0.59 0.00 -0.24
N 1.5250 -2.1610 -0.1868 -0.97 0.61 -0.09 0.14
H 1.5956 1.2111 1.8173 -0.13 -0.04 0.02 0.11
H -1.3561 1.3174 -0.3485 0.12 -0.01 -0.05 0.12
H -0.2116 0.9171 -1.5941 0.02 -0.03 0.12 0.11
H -1.1735 -0.8614 0.7293 0.09 -0.01 -0.10 0.12
H -1.3441 -1.1618 -1.0003 0.09 0.08 0.13 0.12
```
Forces are in eV/Å.